Density functional theory data (wB97M-V/def2-TZVPD) for a molecular structure, C2H3ClFNO in a non-equilibrium geometry.

Results
HOMO-LUMO gap (alpha / beta) (Ha): 0.3164 / 0.4170
LUMO level (alpha / beta) (Ha): 0.013 / -0.012
E_HOMO (alpha / beta) (eV): -8.24 / -11.68
Strongest force on any atom (Eh/bohr): 0.0782
Energy (eV): -20895.0351

Geometry as ORCA input:
```
! wB97M-V def2-TZVPD RIJCOSX def2/J DEFGRID3
* xyz 0 3
C -0.3114 0.8718 0.8325
Cl -0.4861 -0.4581 -1.6754
H -1.2688 1.2350 1.1591
N -0.3875 -2.4069 -0.6439
H -0.0144 0.0711 1.3761
O 0.6922 -2.8187 -0.7680
C 0.0607 0.7517 -0.6590
F 1.3857 1.0533 -0.8011
H 0.3296 1.7008 1.1797
*
```